This record from the Open Molecules 2025 dataset describes a 2-piece molecular cluster, CH2N4 overall in a non-equilibrium geometry. The level of theory is the ωB97M-V functional and the def2-TZVPD basis.

Last column: Löwdin charge in e.
Positions of all 7 atoms, in Å:
C 0.153 1.398 -0.440  -0.05
N 0.709 -0.668 0.644  0.13
N -0.449 -2.195 0.081  -0.05
N 0.442 0.296 0.127  -0.17
N -0.982 -2.461 1.004  0.02
H -0.611 1.955 -0.020  0.03
H 0.739 1.675 -1.397  0.10

Cartesian forces, eV/Å:
C 1.87 0.58 -3.15
N 2.26 2.55 0.67
N -2.31 -2.56 -0.02
N 0.69 -0.71 0.69
N -0.06 -0.34 -0.69
H -1.28 1.01 0.52
H -1.17 -0.53 1.98

Output
- spin multiplicity = 1
- HOMO (eV) = -8.52
- charge = 0
- frontier orbital gap (eV) = 9.34
- max |F| (eV/Å) = 3.7
- energy (hartree) = -258.25018
- LUMO energy (eV) = 0.82

=====

This record from the Open Molecules 2025 dataset describes one molecule with the formula CH2N4O. The level of theory is the ωB97M-V functional and the def2-TZVPD basis.

Last column: Löwdin charge in e.
Positions of all 8 atoms, in Å:
N 1.500 0.068 -0.127  0.05
C 0.217 -0.016 -0.376  -0.55
N -0.771 -0.119 -1.257  0.13
O -1.913 -0.136 -0.425  -0.07
N -1.612 -0.045 0.856  0.10
N -0.355 0.025 0.893  0.05
H 2.186 0.105 -0.860  0.05
H 0.749 0.119 1.297  0.23

Cartesian forces, eV/Å:
N 0.28 0.03 -0.32
C -0.06 0.00 -0.16
N 0.45 0.03 0.17
O -0.18 0.01 0.18
N 0.57 0.02 0.03
N -0.19 -0.01 -0.13
H -0.10 -0.04 -0.18
H -0.77 -0.03 0.40

Output
- spin multiplicity = 1
- HOMO (eV) = -9.07
- charge = 0
- frontier orbital gap (eV) = 8.68
- max |F| (eV/Å) = 0.9
- energy (hartree) = -333.37650
- LUMO energy (eV) = -0.39

=====

This record from the Open Molecules 2025 dataset describes one molecule with the formula CH2N4O in a non-equilibrium geometry. The level of theory is the ωB97M-V functional and the def2-TZVPD basis.

Last column: Löwdin charge in e.
Positions of all 8 atoms, in Å:
H -2.016 0.917 -1.341  0.11
N -1.354 1.355 -0.597  0.13
C -0.360 0.637 -0.272  -0.44
N -0.202 -0.704 -0.926  0.09
N 0.327 -1.356 -0.019  -0.05
N 0.985 -0.671 0.876  0.00
O 0.638 0.740 0.728  0.01
H 0.781 -1.033 1.806  0.15

Cartesian forces, eV/Å:
H 2.18 0.75 1.54
N 0.41 -0.52 0.36
C -1.10 -0.38 -2.11
N -0.53 1.31 2.06
N 0.81 -2.49 -1.70
N 0.16 1.19 0.68
O -1.94 -0.37 -1.07
H 0.01 0.51 0.23

Output
- spin multiplicity = 1
- HOMO (eV) = -10.30
- charge = 0
- frontier orbital gap (eV) = 10.44
- max |F| (eV/Å) = 3.1
- energy (hartree) = -333.43230
- LUMO energy (eV) = 0.15

=====

This record from the Open Molecules 2025 dataset describes a 2-piece molecular cluster, CH2N4O2 overall in a non-equilibrium geometry. The level of theory is the ωB97M-V functional and the def2-TZVPD basis.

Last column: Löwdin charge in e.
Positions of all 9 atoms, in Å:
C 0.652 -1.228 1.140  -0.07
N 0.974 -1.672 2.124  0.06
N 0.767 1.015 -0.712  0.13
N 0.062 -0.086 -0.383  -0.03
N -1.258 -0.168 -0.379  -0.51
O -1.722 -1.085 0.219  0.09
O -1.811 0.668 -1.013  0.12
H 1.675 0.752 -0.905  0.09
H 0.662 1.805 -0.092  0.12

Cartesian forces, eV/Å:
C -2.47 4.20 -5.56
N 1.15 -1.51 2.80
N -3.15 -0.37 1.20
N 5.81 -2.27 1.92
N -1.24 -0.13 0.92
O -1.00 -1.14 0.57
O -1.28 1.52 -1.31
H 2.14 -0.45 -0.77
H 0.06 0.15 0.22

Output
- spin multiplicity = 1
- HOMO (eV) = -11.14
- charge = 0
- frontier orbital gap (eV) = 9.17
- max |F| (eV/Å) = 7.4
- energy (hartree) = -408.52184
- LUMO energy (eV) = -1.97

=====

This record from the Open Molecules 2025 dataset describes one molecule with the formula CH2N4O2 in a non-equilibrium geometry. The level of theory is the ωB97M-V functional and the def2-TZVPD basis.

Last column: Löwdin charge in e.
Positions of all 9 atoms, in Å:
C 0.186 0.123 -0.030  -0.64
N -0.970 0.975 -0.183  0.07
N -0.564 -1.277 0.141  0.10
N -2.016 0.364 -0.141  0.05
N -1.746 -1.082 -0.040  0.02
O 0.927 0.317 -1.186  0.05
O 0.989 0.332 1.037  0.04
H 1.736 0.798 -0.933  0.12
H 1.459 -0.551 1.334  0.19

Cartesian forces, eV/Å:
C 0.19 -0.64 -1.13
N 0.82 0.94 0.96
N 0.74 0.88 -0.63
N -1.69 0.89 -0.21
N 0.72 -1.42 0.25
O 0.06 -0.78 -0.22
O 1.07 -1.94 2.02
H -0.36 -0.36 -0.03
H -1.56 2.43 -1.02

Output
- spin multiplicity = 3
- HOMO (alpha / beta) (eV) = -8.02 / -10.81
- charge = 0
- frontier orbital gap (alpha / beta) (eV) = 8.38 / 7.13
- max |F| (eV/Å) = 3.1
- energy (hartree) = -408.60548
- LUMO energy (alpha / beta) (eV) = 0.36 / -3.67

=====

This record from the Open Molecules 2025 dataset describes one molecule with the formula CH2N4O3 in a non-equilibrium geometry. The level of theory is the ωB97M-V functional and the def2-TZVPD basis.

Last column: Löwdin charge in e.
Positions of all 10 atoms, in Å:
N -3.090 -0.380 -0.642  0.16
C -1.944 -0.326 -0.667  -0.25
N -0.583 -0.294 -0.757  0.02
N 0.098 0.326 0.166  -0.09
O 0.546 1.739 0.006  0.08
N 1.079 -0.426 0.831  -0.36
O 0.892 -1.643 0.702  0.08
O 1.922 0.156 1.452  0.12
H -0.214 -0.802 -1.624  0.21
H 1.295 1.649 0.533  0.02

Cartesian forces, eV/Å:
N -0.27 0.01 0.01
C 0.92 0.01 0.20
N -1.22 -0.96 -2.92
N 0.85 2.41 1.34
O -3.03 -2.25 -2.10
N -1.29 -3.02 -1.00
O 0.98 1.70 0.71
O 0.22 0.33 0.09
H 0.03 1.30 1.83
H 2.80 0.48 1.84

Output
- spin multiplicity = 1
- HOMO (eV) = -10.97
- charge = 0
- frontier orbital gap (eV) = 10.41
- max |F| (eV/Å) = 4.3
- energy (hartree) = -483.80031
- LUMO energy (eV) = -0.56

=====

This record from the Open Molecules 2025 dataset describes an isolated ion of composition CH2N5S and charge -1 in a non-equilibrium geometry. The level of theory is the ωB97M-V functional and the def2-TZVPD basis.

Last column: Löwdin charge in e.
Positions of all 9 atoms, in Å:
N 1.687 -0.008 0.706  0.09
N 0.353 -0.213 0.084  -0.33
N -0.088 -1.240 -0.586  -0.06
N -1.215 -0.889 -1.097  -0.03
C -1.460 0.464 -0.655  -1.02
S -2.642 1.635 -0.765  0.25
N -0.377 0.834 0.074  -0.01
H 2.133 -0.875 0.523  0.03
H 1.608 0.292 1.715  0.09

Cartesian forces, eV/Å:
N -2.09 0.19 -0.64
N 2.96 0.55 1.80
N 1.63 -0.74 0.43
N -1.83 2.25 0.17
C 2.10 -1.20 0.56
S -1.90 0.26 -0.93
N -1.23 0.63 -0.30
H 0.72 -0.89 0.51
H -0.36 -1.05 -1.61

Output
- spin multiplicity = 1
- HOMO (eV) = -2.70
- charge = -1
- frontier orbital gap (eV) = 6.58
- max |F| (eV/Å) = 3.5
- energy (hartree) = -711.23741
- LUMO energy (eV) = 3.88

=====

This record from the Open Molecules 2025 dataset describes a 2-piece molecular cluster, CH2N7 overall in a non-equilibrium geometry. The level of theory is the ωB97M-V functional and the def2-TZVPD basis.

Last column: Löwdin charge in e.
Positions of all 10 atoms, in Å:
C 1.795 1.371 -1.819  -0.27
N 1.530 1.216 -3.094  -0.06
N 2.883 1.940 -1.390  -0.03
N 2.729 1.494 -3.569  -0.16
N 3.559 1.985 -2.614  -0.11
N -0.248 -1.058 0.748  -0.07
N 0.298 0.023 0.420  -0.35
N -0.035 0.739 -0.534  -0.04
H 0.416 -1.612 1.412  0.04
H -0.474 0.096 -1.275  0.06

Cartesian forces, eV/Å:
C -2.47 0.40 2.03
N 0.04 -1.13 1.15
N -0.04 -0.81 -1.15
N 1.84 1.62 -0.37
N -1.77 -0.94 0.07
N 0.24 -1.71 -0.17
N 3.40 -1.29 3.69
N 0.03 0.66 -5.06
H -1.40 1.93 -0.86
H 0.12 1.28 0.69

Output
- spin multiplicity = 1
- HOMO (alpha / beta) (eV) = -4.47 / -4.48
- charge = -1
- frontier orbital gap (alpha / beta) (eV) = 7.35 / 7.37
- max |F| (eV/Å) = 5.2
- energy (hartree) = -422.42171
- LUMO energy (alpha / beta) (eV) = 2.88 / 2.89

=====

This record from the Open Molecules 2025 dataset describes a 2-piece molecular cluster, CH2NO2 overall in a non-equilibrium geometry. The level of theory is the ωB97M-V functional and the def2-TZVPD basis.

Last column: Löwdin charge in e.
Positions of all 6 atoms, in Å:
N 0.217 0.065 -0.844  0.15
C 0.763 -1.001 -0.947  -0.47
O -0.793 1.377 1.205  -0.55
O 1.189 -1.956 -1.503  0.03
H -0.964 1.111 2.113  -0.16
H -0.412 0.404 -0.023  0.01

Cartesian forces, eV/Å:
N 0.06 -0.71 1.16
C -1.28 1.19 -2.47
O -0.07 -0.34 -0.51
O 0.94 -1.06 0.95
H -0.04 -0.16 -0.06
H 0.39 1.08 0.94

Output
- spin multiplicity = 1
- HOMO (eV) = -3.36
- charge = -1
- frontier orbital gap (eV) = 7.40
- max |F| (eV/Å) = 3.0
- energy (hartree) = -244.55981
- LUMO energy (eV) = 4.04

=====

This record from the Open Molecules 2025 dataset describes an isolated ion of composition CH2NO2 and charge -1 in a non-equilibrium geometry. The level of theory is the ωB97M-V functional and the def2-TZVPD basis.

Last column: Löwdin charge in e.
Positions of all 6 atoms, in Å:
N 0.908 -0.051 0.927  0.06
C -0.112 0.004 -0.108  -0.90
O -0.797 1.046 -0.090  -0.12
O -0.108 -0.943 -0.894  -0.10
H 1.308 -0.964 1.078  0.04
H 0.874 0.582 1.687  0.02

Cartesian forces, eV/Å:
N 0.19 -0.80 -0.97
C 0.67 1.07 0.91
O -0.37 0.21 0.01
O -0.13 -1.01 -0.60
H -0.07 0.15 0.12
H -0.28 0.38 0.53

Output
- spin multiplicity = 1
- HOMO (eV) = -3.71
- charge = -1
- frontier orbital gap (eV) = 8.50
- max |F| (eV/Å) = 1.6
- energy (hartree) = -244.61555
- LUMO energy (eV) = 4.79

=====

This record from the Open Molecules 2025 dataset describes CH2NO2S as an isolated structure in a non-equilibrium geometry. The level of theory is the ωB97M-V functional and the def2-TZVPD basis.

Last column: Löwdin charge in e.
Positions of all 7 atoms, in Å:
C -0.274 0.313 -0.034  -0.03
N -1.523 1.456 0.735  -0.34
O -2.289 1.913 3.104  -0.49
O -1.897 -0.459 2.501  -0.49
S -2.212 0.908 2.019  0.49
H -0.563 0.278 -1.082  -0.06
H -0.362 -0.617 0.504  -0.07

Cartesian forces, eV/Å:
C -3.72 3.02 2.10
N 3.28 -2.79 -2.37
O -0.23 -0.33 -0.31
O -0.08 0.52 -0.32
S 0.53 -0.20 0.82
H 0.17 0.13 -0.04
H 0.06 -0.34 0.12

Output
- spin multiplicity = 1
- HOMO (alpha / beta) (eV) = -3.01 / -4.17
- charge = -1
- frontier orbital gap (alpha / beta) (eV) = 6.57 / 8.00
- max |F| (eV/Å) = 5.2
- energy (hartree) = -642.60127
- LUMO energy (alpha / beta) (eV) = 3.56 / 3.83

=====

This record from the Open Molecules 2025 dataset describes a 2-piece molecular cluster, CH2NO2S overall in a non-equilibrium geometry. The level of theory is the ωB97M-V functional and the def2-TZVPD basis.

Last column: Löwdin charge in e.
Positions of all 7 atoms, in Å:
C -0.727 0.942 -0.645  -0.96
N 0.905 -1.092 0.551  -0.14
O -0.114 1.521 0.199  -0.06
O 0.205 -0.853 -0.571  -0.39
S -2.051 0.842 -1.530  0.53
H 0.268 -0.958 1.314  0.04
H 1.514 -0.402 0.682  -0.02

Cartesian forces, eV/Å:
C 2.32 -1.44 2.92
N -2.30 -3.27 0.57
O -0.46 0.28 -0.97
O -1.91 0.88 -2.82
S -0.77 -0.04 -1.11
H -0.52 -0.22 0.90
H 3.64 3.81 0.51

Output
- spin multiplicity = 1
- HOMO (eV) = -2.76
- charge = -1
- frontier orbital gap (eV) = 6.46
- max |F| (eV/Å) = 5.3
- energy (hartree) = -642.69325
- LUMO energy (eV) = 3.69

=====

Calculated M in order - 70.05; 86.05; 86.05; 102.05; 102.05; 118.05; 116.13; 112.08; 60.03; 60.03; 92.10; 92.10 g/mol
Calculated energy relative to the best compared isomer or geometry (same formula, charge and spin) in order - 250.9; 449.8; 303.3; 692.3; 269.0; 212.2; 134.9; 384.8; 151.1; 4.7; 476.6; 235.1 kJ/mol